# C37H48BCl2N2PtSSi

A structure of composition C37H48BCl2N2PtSSi (the ωB97M-V functional and the def2-TZVPD basis, the OMol25 dataset).

Its total charge is -1. The spin multiplicity is 3. Its orbital gap (alpha / beta) is 6.1 / 6.7 eV. Its expectation value of S² is 2.01. Its HOMO energy (alpha / beta) is -3.58 / -4.84 eV. The total energy comes out at -3300.57370 Ha.

Atoms and positions in Å:
Pt (-0.82497, -0.57203, -1.05223)
Cl (-3.44537, -0.27192, 0.48548)
C (-4.41325, -1.46858, -0.31913)
C (-5.75517, -1.49927, 0.02817)
C (-6.61367, -2.39495, -0.58317)
C (-6.10831, -3.24782, -1.54921)
C (-4.76573, -3.19818, -1.88096)
Cl (-4.23224, -4.31103, -3.11472)
C (-3.84072, -2.32661, -1.26887)
S (-2.15101, -2.43728, -1.71433)
H (-6.11402, -0.80884, 0.77942)
H (-7.66034, -2.42983, -0.30945)
H (-6.74819, -3.95422, -2.06103)
C (2.80971, -0.27501, -5.75945)
Si (1.76125, 1.07916, -5.00940)
C (0.67268, 1.77524, -6.35263)
C (2.90527, 2.41911, -4.39518)
C (0.75155, 0.46674, -3.64930)
C (0.00247, 0.02614, -2.78146)
H (3.16742, 0.02059, -6.75076)
H (2.23985, -1.20097, -5.86340)
H (3.68103, -0.48623, -5.13381)
H (1.27284, 2.18032, -7.17376)
H (0.03489, 2.57240, -5.96210)
H (0.02155, 0.99374, -6.75310)
H (3.66786, 2.65830, -5.14289)
H (3.40886, 2.08577, -3.48331)
H (2.35849, 3.33518, -4.15744)
C (0.37005, 4.32744, -1.26508)
C (-0.49126, 3.09097, -0.99199)
C (-1.54052, 2.91152, -2.09113)
C (-1.14830, 3.16277, 0.37357)
C (-2.08545, 4.16386, 0.61921)
C (-2.71263, 4.28258, 1.84667)
C (-2.41342, 3.37893, 2.85441)
C (-1.48697, 2.36190, 2.65164)
C (-1.19724, 1.39638, 3.79041)
C (-2.47083, 0.72312, 4.31313)
C (-0.46150, 2.08868, 4.93960)
C (-0.84489, 2.27232, 1.40515)
N (0.20979, 1.32107, 1.24589)
B (0.24016, -0.00099, 0.62538)
N (1.47305, -0.56940, 1.14497)
C (2.11270, 0.37336, 1.95381)
C (1.37347, 1.49473, 2.00458)
C (1.92191, -1.92440, 1.16521)
C (2.63859, -2.43950, 0.08870)
C (3.15201, -3.73078, 0.19374)
C (2.94027, -4.50152, 1.32380)
C (2.18462, -3.98777, 2.36632)
C (1.66178, -2.70116, 2.30088)
C (0.79654, -2.19278, 3.43803)
C (-0.38723, -3.12739, 3.70298)
C (1.61431, -1.96767, 4.71192)
C (2.87857, -1.64538, -1.17723)
C (2.37708, -2.41596, -2.39888)
C (4.35861, -1.27768, -1.32469)
H (0.92322, 4.19576, -2.19706)
H (1.09175, 4.49819, -0.46284)
H (-0.24458, 5.22703, -1.36272)
H (0.16520, 2.22085, -1.01079)
H (-2.24836, 3.74607, -2.09265)
H (-2.09860, 1.98508, -1.95248)
H (-1.05940, 2.85783, -3.06922)
H (-2.32412, 4.86355, -0.17311)
H (-3.43176, 5.07475, 2.01860)
H (-2.90919, 3.46207, 3.81536)
H (-0.54412, 0.61600, 3.40111)
H (-3.11523, 1.43970, 4.83053)
H (-2.21439, -0.06515, 5.02607)
H (-3.04579, 0.27489, 3.50675)
H (-1.07346, 2.88851, 5.36667)
H (0.47935, 2.52705, 4.60217)
H (-0.23647, 1.37471, 5.73667)
H (3.07356, 0.17475, 2.40305)
H (1.58595, 2.42370, 2.51058)
H (3.71824, -4.14043, -0.63445)
H (3.34343, -5.50546, 1.38388)
H (1.99237, -4.59660, 3.24262)
H (0.38365, -1.23255, 3.13197)
H (-0.06029, -4.07377, 4.14268)
H (-0.92539, -3.34790, 2.77971)
H (-1.08667, -2.66214, 4.40246)
H (2.04195, -2.90983, 5.06855)
H (0.98378, -1.56072, 5.50779)
H (2.43413, -1.26825, 4.53797)
H (2.30645, -0.71919, -1.11188)
H (2.92913, -3.35236, -2.52724)
H (2.49970, -1.81547, -3.29695)
H (1.31524, -2.64867, -2.30449)
H (4.98200, -2.17176, -1.41352)
H (4.71439, -0.70390, -0.46540)
H (4.50833, -0.67354, -2.22333)

# C23H23N3O4S

The molecule C23H23N3O4S at a distorted geometry (the ωB97M-V functional and the def2-TZVPD basis, the OMol25 dataset).

Its total charge is 0. Its orbital gap is 8.5 eV. The SMILES is O=C(COc1ccc(/C=N/NS(=O)(=O)c2ccccc2)cc1)NCCc1ccccc1. Its HOMO energy is -8.22 eV. The total energy comes out at -1753.63729 Ha.

Atoms and positions in Å:
O (2.84239, -1.96617, 3.94072)
C (3.08439, -1.37565, 2.91037)
C (3.50012, 0.10230, 2.89342)
O (3.19297, 0.76550, 1.68864)
C (1.88320, 1.04951, 1.42021)
C (1.64974, 1.78000, 0.25404)
C (0.36689, 2.12761, -0.10402)
C (-0.72093, 1.76214, 0.69302)
C (-2.05997, 2.15587, 0.30873)
N (-3.05549, 1.89246, 1.06030)
N (-4.29620, 2.27064, 0.72642)
S (-4.87544, 2.68918, -0.81025)
O (-4.12591, 3.78629, -1.34161)
O (-6.28730, 2.82495, -0.61779)
C (-4.53277, 1.21159, -1.76319)
C (-3.51944, 1.20789, -2.69927)
C (-3.24169, 0.03666, -3.38580)
C (-3.97981, -1.10701, -3.12525)
C (-5.00213, -1.08660, -2.18837)
C (-5.28091, 0.08149, -1.49882)
C (-0.47689, 1.02112, 1.84954)
C (0.80546, 0.66152, 2.21200)
N (3.02326, -1.91909, 1.68231)
C (2.78925, -3.32336, 1.45246)
C (4.10081, -4.07293, 1.16165)
C (4.78652, -3.48575, -0.03905)
C (4.44305, -3.89511, -1.32155)
C (5.03861, -3.31792, -2.42893)
C (5.98261, -2.31767, -2.26826)
C (6.33036, -1.90065, -0.99489)
C (5.73514, -2.48126, 0.11129)
H (4.59090, 0.14758, 2.97807)
H (3.06705, 0.60889, 3.76313)
H (2.49641, 2.06785, -0.34946)
H (0.19889, 2.69959, -1.00465)
H (-2.16242, 2.69621, -0.63062)
H (-5.00739, 1.92936, 1.35448)
H (-2.97538, 2.12007, -2.88696)
H (-2.45287, 0.01723, -4.12220)
H (-3.76150, -2.01941, -3.65977)
H (-5.57935, -1.97811, -1.99634)
H (-6.07731, 0.13706, -0.77371)
H (-1.31603, 0.73305, 2.46179)
H (0.95536, 0.07712, 3.10609)
H (3.32891, -1.36312, 0.89656)
H (2.32608, -3.72190, 2.35753)
H (2.10032, -3.43167, 0.60978)
H (3.86706, -5.12459, 0.99086)
H (4.74590, -3.99742, 2.03840)
H (3.70784, -4.67686, -1.45138)
H (4.76661, -3.65002, -3.42019)
H (6.44822, -1.86754, -3.13231)
H (7.06803, -1.12284, -0.86247)
H (6.01509, -2.15825, 1.10443)

# C5H10O2

A cluster of 2 separate species, C5H10O2 in total (the ωB97M-V functional and the def2-TZVPD basis, the OMol25 dataset).

Its total charge is 0. Its orbital gap is 10.5 eV. The SMILES is C=CCCO.C=O. Its HOMO energy is -9.61 eV. The total energy comes out at -346.91552 Ha.

Atoms and positions in Å:
C (1.41445, 0.20772, 0.72848)
C (0.46446, -0.49136, 0.12392)
C (-0.89892, 0.04327, -0.21105)
C (-1.87825, -0.47842, 0.83123)
O (-1.45977, 0.00793, 2.08920)
H (2.36164, -0.24223, 1.01223)
H (1.30982, 1.27680, 0.91044)
H (0.63618, -1.54534, -0.10496)
H (-0.91707, 1.14148, -0.17738)
H (-1.25023, -0.27041, -1.20730)
H (-2.89283, -0.13530, 0.58874)
H (-1.87304, -1.58017, 0.80560)
H (-1.98070, -0.43016, 2.77065)
C (1.74541, 0.62915, -2.04780)
O (2.92888, 0.64384, -1.82817)
H (1.06063, 1.44035, -1.72974)
H (1.22934, -0.21716, -2.55409)

# CH3IrN5SbSe4Te

A structure of composition CH3IrN5SbSe4Te (the ωB97M-V functional and the def2-TZVPD basis, the OMol25 dataset).

Its total charge is -2. Its orbital gap (alpha / beta) is 5.2 / 5.1 eV. Its HOMO energy (alpha / beta) is -0.67 / -0.72 eV. The total energy comes out at -10532.07226 Ha.

Atoms and positions in Å:
Ir (1.98701, -0.44268, 0.91590)
Se (-2.70465, -1.10131, 1.50065)
Sb (-0.87581, -0.20398, 2.86295)
Se (0.52634, 1.35251, 1.49010)
Se (1.14603, -1.71875, 2.78259)
Se (-1.48645, 0.49800, 5.08750)
N (-1.99963, -0.40547, -1.97017)
N (-0.64265, -0.11859, -1.83734)
N (-0.11345, 1.01668, -2.25548)
C (1.12338, 0.88970, -1.79757)
N (1.30605, -0.27125, -1.16118)
N (0.14763, -0.91936, -1.21252)
H (-2.43896, 0.50142, -1.84184)
H (-2.21853, -0.88515, -1.08428)
H (1.89091, 1.63847, -1.88471)
Te (4.35277, 0.16975, 0.40540)

# C20H59ClF15O31Sr

A structure of composition C20H59ClF15O31Sr at a distorted geometry (the ωB97M-V functional and the def2-TZVPD basis, the OMol25 dataset).

Its total charge is +1. Its orbital gap is 6.0 eV. Its HOMO energy is -11.53 eV. The total energy comes out at -5118.40553 Ha.

Atoms and positions in Å:
Sr (-7.26372, 7.72490, 17.76074)
Cl (-2.36268, 7.74486, 20.32265)
O (-1.34762, 8.13551, 21.20120)
O (-2.72136, 8.76655, 19.36926)
O (-1.92431, 6.54456, 19.72690)
O (-3.58592, 7.43014, 21.02910)
C (1.70078, 7.21302, 19.48071)
C (2.66587, 8.31777, 19.97701)
O (2.09800, 9.19857, 20.93078)
C (2.12025, 8.96928, 22.26387)
O (2.56555, 7.94496, 22.85793)
C (1.35426, 10.03566, 23.04409)
F (0.32135, 9.35643, 23.58329)
F (2.19985, 10.52950, 23.92878)
F (1.00146, 11.09556, 22.30503)
H (0.76378, 7.67346, 19.16744)
H (1.43648, 6.39522, 20.15113)
H (2.21373, 6.77608, 18.62393)
H (2.85977, 8.94732, 19.10858)
H (3.63929, 7.93812, 20.28754)
C (-2.18526, 14.25780, 25.86477)
C (-2.33159, 13.26829, 26.99558)
O (-2.14551, 11.94862, 26.48864)
C (-2.79871, 11.00622, 27.19302)
O (-3.54638, 11.17975, 28.16928)
C (-2.54263, 9.58482, 26.69001)
F (-2.15982, 8.75141, 27.69620)
F (-3.67220, 9.06170, 26.17563)
F (-1.55167, 9.59265, 25.79048)
H (-2.68335, 13.98085, 24.93563)
H (-1.11777, 14.35901, 25.66903)
H (-2.61427, 15.23782, 26.07360)
H (-3.34310, 13.46644, 27.35009)
H (-1.66783, 13.40021, 27.85006)
C (-10.99216, 10.77261, 25.42007)
C (-10.45622, 9.32749, 25.31374)
O (-9.06488, 9.37303, 25.14970)
C (-8.35688, 8.12364, 24.98248)
O (-8.95840, 7.02452, 24.80876)
C (-6.72095, 8.24585, 24.78573)
F (-6.34051, 9.48180, 24.71598)
F (-6.06953, 7.70189, 25.86394)
F (-6.33880, 7.70706, 23.63956)
H (-10.81551, 11.38080, 24.53293)
H (-10.45582, 11.16707, 26.28312)
H (-12.07439, 10.83122, 25.53591)
H (-11.12561, 8.89093, 24.57249)
H (-10.64019, 8.89569, 26.29751)
C (0.05439, 10.66784, 17.50323)
C (0.59479, 11.36907, 18.73325)
O (0.99803, 12.69212, 18.39901)
C (2.00913, 13.27801, 19.11115)
O (2.59989, 12.70004, 20.01860)
C (2.56203, 14.62724, 18.61647)
F (2.42244, 15.54731, 19.61978)
F (3.85793, 14.54199, 18.36086)
F (1.92356, 14.95209, 17.52956)
H (-0.23290, 9.65491, 17.78524)
H (0.86385, 10.55986, 16.78127)
H (-0.79205, 11.18172, 17.04766)
H (1.44530, 10.84206, 19.16568)
H (-0.12897, 11.58909, 19.51801)
C (-4.07306, 11.16870, 22.80797)
C (-2.67183, 11.16183, 22.20618)
O (-2.09273, 12.44351, 22.32543)
C (-2.23115, 13.31046, 21.27419)
O (-2.94714, 13.06273, 20.26861)
C (-1.49681, 14.63993, 21.42967)
F (-2.30026, 15.71345, 21.55721)
F (-0.70052, 14.65644, 22.44130)
F (-0.72593, 14.82079, 20.34741)
H (-4.61765, 10.22559, 22.76243)
H (-4.72253, 11.87884, 22.29613)
H (-3.88666, 11.44270, 23.84638)
H (-2.47345, 10.71111, 21.23375)
H (-2.04735, 10.50119, 22.80757)
O (-0.70564, 9.18663, 14.79235)
H (-1.51354, 9.69025, 14.89186)
H (-0.85239, 8.39332, 15.30748)
O (-6.42098, 8.50541, 20.23644)
H (-7.09803, 9.00722, 20.69034)
H (-5.76235, 8.32869, 20.90815)
O (-4.51451, 12.78466, 17.80225)
H (-4.15835, 12.54649, 18.65821)
H (-3.90411, 13.43874, 17.46191)
O (-1.30682, 6.57804, 15.97934)
H (-0.44088, 6.19845, 15.83002)
H (-1.47978, 6.42333, 16.90798)
O (-0.74248, 2.22458, 19.45823)
H (-1.48800, 2.41325, 20.02818)
H (-0.66817, 2.99635, 18.89691)
O (-5.68004, 9.72141, 17.86054)
H (-5.39833, 9.86907, 18.76335)
H (-5.99722, 10.57497, 17.56546)
O (-7.56990, 5.69338, 19.32513)
H (-6.73985, 5.28233, 19.56652)
H (-7.98882, 5.89731, 20.16129)
O (-2.14730, 1.99498, 22.66527)
H (-3.02345, 1.97182, 22.28049)
H (-2.09066, 2.85508, 23.08151)
O (-4.73831, 2.03604, 21.75770)
H (-5.57882, 2.01268, 22.21511)
H (-4.73324, 2.88097, 21.30793)
O (0.03469, 3.95526, 17.80003)
H (0.19465, 4.61016, 17.12052)
H (0.87768, 3.85816, 18.24295)
O (-2.21349, 5.01024, 23.07221)
H (-1.27422, 5.18011, 23.00039)
H (-2.62741, 5.79303, 22.70868)
O (-5.17847, 4.78063, 20.81965)
H (-5.06408, 4.65253, 19.87798)
H (-4.53941, 5.45517, 21.04947)
O (-3.38429, 9.83456, 16.17769)
H (-2.98321, 10.17383, 16.97785)
H (-4.12968, 9.31768, 16.48339)
O (-6.90333, 4.84274, 23.03181)
H (-6.20999, 4.83116, 22.37197)
H (-7.09086, 3.91912, 23.19910)
O (-4.13294, 4.35444, 18.38432)
H (-3.49972, 3.71342, 18.70737)
H (-4.55336, 3.92271, 17.64062)
O (-4.90069, 6.98675, 17.84954)
H (-4.22856, 7.49310, 18.30570)
H (-4.45488, 6.18350, 17.58072)
O (0.43089, 5.48007, 22.67500)
H (0.94893, 5.04933, 21.99506)
H (0.83603, 6.34142, 22.77585)

# CH2INO

A cluster of 2 separate species, CH2INO in total (the ωB97M-V functional and the def2-TZVPD basis, the OMol25 dataset).

Its total charge is 0. Its orbital gap is 8.5 eV. Its HOMO energy is -8.37 eV. The total energy comes out at -466.81999 Ha.

Atoms and positions in Å:
C (-0.77768, -1.20373, 0.24325)
N (-0.59708, -0.76437, -0.79430)
O (1.98772, 0.93245, 0.32600)
I (0.56161, 1.99454, -0.15645)
H (-0.91311, -1.66651, 1.17281)
H (-0.26146, 0.70763, -0.79130)